Density functional theory data (wB97M-V/def2-TZVPD) for a cluster of 10 separate species, C44H66O22S in total in a non-equilibrium geometry.

Properties
**Molecular weight**: 979.06 g mol⁻¹
**Frontier orbital gap**: 10.05 eV
**SMILES**: O=C(O)CCC[C@@]1(S)COC(=O)C1.O=C1CCCO1.O=C1CCCO1.O=C1CCCO1.O=C1CCCO1.O=C1CCCO1.O=C1CCCO1.O=C1CCCO1.O=C1CCCO1.O=C1CCCO1

Each line ends with the Löwdin charge.
Element x y z (Å)
C (8.991526, -3.261792, -3.398415)  -0.144
H (-5.904442, 7.193267, 7.645441)  0.125
C (-8.507944, 3.287014, 6.027644)  -0.140
C (-5.209061, 1.427740, 2.585462)  -0.143
H (1.908640, -1.605703, -5.260269)  0.100
C (-6.737105, 8.432094, 6.034069)  -0.152
H (-8.143809, 4.250869, 6.377249)  0.110
C (-1.441616, -5.661562, 7.771099)  -0.151
C (-9.600647, 2.719491, 6.921502)  -0.137
O (-1.100306, 0.469583, 3.481171)  0.010
C (8.666704, 3.172783, -7.436737)  -0.160
O (-1.363573, -3.754746, 6.392606)  -0.005
H (8.546923, 1.022846, -7.520592)  0.119
C (0.526521, -2.569436, -7.675900)  -0.145
C (-6.402991, 1.164227, 3.503323)  -0.066
H (8.108086, 4.030810, -7.817941)  0.125
H (7.254623, 1.811566, -8.421000)  0.110
C (-4.288032, 2.230862, 3.495950)  -0.143
C (-8.229012, 8.564350, 5.748377)  -0.152
C (0.142143, 0.312305, 2.965754)  -0.468
H (-3.235457, 2.087198, 3.264381)  0.113
C (4.549718, -2.771101, -7.188214)  -0.114
H (9.625947, 3.124602, -7.946595)  0.122
H (7.467016, -3.726613, -4.893698)  0.127
H (3.087888, -0.669205, -6.203602)  0.122
O (6.662433, -3.111196, -3.097379)  0.037
H (-2.581924, -6.689920, 6.198582)  0.125
H (-0.981785, -3.615564, 8.414140)  0.125
C (7.981013, 2.698892, -5.299675)  -0.484
C (0.319787, 0.114472, -2.963990)  -0.462
H (4.395809, -2.753768, 1.673265)  0.125
O (-8.884353, 8.035549, 6.914272)  0.026
H (-1.652771, 0.308131, -2.208067)  0.136
H (7.616668, -1.998720, -4.547425)  0.102
O (-0.723298, -1.962227, -8.113646)  0.003
H (8.581362, -5.282665, -2.659004)  0.131
H (-10.209149, 3.530833, 7.322816)  0.119
C (0.347296, -0.373098, -6.864393)  -0.080
C (8.560103, -4.248246, -2.312357)  -0.069
C (1.750902, -2.222342, 0.059921)  -0.478
C (2.459919, -1.564984, -6.198105)  -0.172
H (-6.890927, 0.214370, 3.305266)  0.129
H (-6.133275, 8.372744, 5.131196)  0.115
H (2.558436, 0.380568, -8.513887)  -0.093
H (-0.039875, -0.635952, -5.875233)  0.111
H (4.435129, -1.394061, 0.534816)  0.130
O (0.584443, -1.944606, 0.081135)  0.108
H (-8.540368, 7.975670, 4.883049)  0.127
H (-2.394254, -5.545752, 8.288827)  0.118
H (-0.150605, -2.265229, 5.040425)  0.095
H (5.171470, -3.645675, -6.966605)  0.129
H (9.136032, -4.159931, -1.395740)  0.124
C (5.404786, -1.566233, -6.896864)  -0.520
O (-8.401446, 6.568476, 8.536584)  0.119
H (-1.176295, -0.083703, 5.469606)  0.130
O (-2.315411, -4.542843, 4.530696)  0.130
H (-0.832924, -6.596748, 5.887966)  0.132
H (1.318218, -1.481079, 2.815880)  0.094
C (-0.872668, 0.968947, -2.589380)  -0.058
S (2.174688, -0.842994, -8.899237)  0.880
O (-4.545010, 1.732355, 4.824727)  0.028
O (-9.121352, 3.454778, 4.732831)  0.011
C (-8.057871, 7.197603, 7.580352)  -0.498
H (-11.478398, 1.864044, 6.163182)  0.124
C (-1.690907, -6.081937, 6.322811)  -0.071
H (-4.732389, 0.482893, 2.320741)  0.118
O (-6.245286, 0.734161, 5.892340)  0.103
H (-0.830976, -6.357647, 8.341745)  0.115
H (2.757663, -2.001256, -1.795897)  0.123
C (-10.199060, 2.639331, 4.617136)  -0.491
H (0.893795, -3.084787, -8.564588)  0.115
H (0.284613, -3.239719, -6.852802)  0.141
H (4.722466, -3.279465, -1.004889)  0.073
O (-10.818935, 2.543574, 3.599838)  0.119
H (2.008131, -3.598587, -1.568327)  0.127
C (-0.390712, -1.660763, 4.174913)  -0.144
H (1.503295, -0.575658, 4.343297)  0.134
H (0.137812, 2.766678, -1.950247)  0.117
C (-1.356482, -0.530546, 4.489463)  -0.141
H (-5.458059, 1.949056, 1.663858)  0.117
C (1.425436, -1.377918, -7.309948)  -0.692
H (-4.516838, 3.298567, 3.478888)  0.126
C (7.072803, 1.906531, -6.222248)  -0.075
O (-1.342153, 0.157890, -8.568934)  0.139
C (3.337677, -2.822167, -6.260062)  -0.161
H (-0.825234, -2.315323, 3.419001)  0.121
H (3.726195, -2.965846, -5.248431)  0.119
H (-1.025383, 2.198871, -0.753426)  0.117
O (0.594463, 1.084393, 2.167984)  0.109
H (-1.244072, 1.511052, -3.455240)  0.124
H (1.636789, 1.561971, -0.515295)  0.131
O (8.903310, 3.373610, -6.034108)  0.019
C (-10.419525, 1.899978, 5.924257)  -0.069
H (-6.623829, 6.265661, 6.306286)  0.119
O (7.933990, 2.779916, -4.108796)  0.123
C (7.674034, -2.987943, -4.115343)  -0.157
C (3.832629, -3.285457, -0.379518)  -0.146
O (5.623411, -0.725984, -7.933769)  0.094
C (3.921167, -2.320422, 0.796635)  -0.128
H (2.728626, -3.701072, -6.483098)  0.116
H (-6.394557, 9.290551, 6.612954)  0.117
H (4.304721, -2.847393, -8.247687)  0.099
C (0.800093, -0.907908, 3.576243)  -0.058
H (-8.550083, 9.593116, 5.607497)  0.124
C (-0.783464, -4.298316, 7.591987)  -0.151
O (1.258332, 0.192669, -2.019907)  0.031
H (0.434027, 0.328734, -0.135741)  0.087
C (-6.697187, 7.175931, 6.903699)  -0.075
C (0.797061, 0.996833, -0.909139)  -0.144
H (4.916210, -0.869078, -8.584000)  0.064
O (2.551911, -1.998235, 1.125676)  -0.004
H (0.789547, 0.622579, -6.857046)  0.133
H (6.888207, 0.913522, -5.823510)  0.099
H (-2.399870, -0.829683, 4.427998)  0.124
O (6.415340, -4.154757, -1.140098)  0.100
H (3.687236, -4.302781, -0.013472)  0.123
C (-0.672907, -0.606330, -7.944574)  -0.512
O (0.466757, -0.582043, -3.937465)  0.079
H (9.354301, -2.343804, -2.934620)  0.120
O (5.875813, -1.329479, -5.816389)  0.102
C (-5.761491, 1.154038, 4.879433)  -0.501
H (-10.032987, 0.885875, 5.811286)  0.132
C (-0.299824, 1.876303, -1.495734)  -0.132
C (7.869006, 1.877447, -7.526124)  -0.158
H (-7.136599, 1.973263, 3.468080)  0.122
H (6.129905, 2.445698, -6.326795)  0.135
H (-7.668301, 2.602510, 5.925022)  0.095
C (7.112432, -3.857584, -2.068361)  -0.468
C (-1.857235, -4.751382, 5.613190)  -0.483
C (2.561057, -2.800830, -1.080283)  -0.059
H (9.769581, -3.634191, -4.061413)  0.115
H (0.296523, -4.374897, 7.447283)  0.127
H (-9.208295, 2.146647, 7.758171)  0.120

Force components x, y, z for each atom (eV/Å):
C -0.1 -0.1 0.1
H 0.0 -0.2 0.0
C 0.1 0.1 0.2
C -0.1 0.0 0.1
H 0.1 0.2 0.0
C 0.0 -0.1 0.0
H 0.0 0.1 -0.1
C 0.0 -0.1 -0.1
C -0.1 -0.1 -0.1
O -0.1 0.0 0.0
C 0.0 -0.1 -0.1
O 0.0 -0.1 0.2
H 0.0 0.0 0.0
C -0.6 0.6 -0.6
C 0.5 0.0 -0.2
H 0.0 0.0 0.0
H 0.0 0.0 0.0
C 0.1 0.0 -0.3
C 0.1 0.0 -0.1
C 0.3 0.0 0.1
H 0.0 0.0 0.2
C 0.1 -0.5 -0.1
H 0.1 0.0 0.1
H 0.0 0.0 0.0
H 0.0 0.0 0.3
O -0.1 0.0 0.1
H 0.0 -0.1 -0.2
H 0.0 0.1 -0.1
C -0.3 0.0 0.0
C -0.1 -0.3 0.1
H -0.1 0.0 0.1
O 0.0 0.1 0.0
H 0.0 0.0 0.0
H -0.1 0.1 0.0
O 0.2 -0.1 -0.4
H 0.0 0.0 0.1
H 0.0 0.0 0.0
C 0.9 0.3 -0.8
C 0.1 0.4 -0.1
C 0.0 0.1 -0.3
C -0.1 -0.6 -0.5
H -0.2 0.1 0.1
H 0.0 0.0 0.0
H -0.1 0.1 0.1
H 0.0 0.1 -0.3
H 0.0 0.0 0.0
O -0.1 -0.1 0.2
H 0.0 0.0 0.0
H 0.0 0.0 0.0
H 0.0 0.0 0.1
H 0.0 0.1 0.0
H -0.1 -0.2 0.1
C -0.1 0.2 0.1
O -0.1 0.0 0.0
H 0.0 0.0 0.0
O -0.1 0.1 0.0
H 0.0 0.0 -0.1
H 0.1 0.2 0.0
C 0.2 0.3 0.1
S 0.2 -0.1 -0.2
O 0.1 0.0 0.1
O 0.1 0.1 0.0
C 0.2 -0.3 0.0
H 0.0 -0.1 -0.1
C -0.1 0.2 0.4
H 0.0 0.0 0.0
O 0.2 0.0 0.1
H 0.1 0.0 0.0
H -0.1 0.0 0.0
C 0.0 -0.2 0.0
H 0.1 -0.4 0.3
H 0.3 0.0 0.1
H -0.4 0.1 0.2
O 0.0 0.1 0.0
H -0.1 0.1 -0.1
C 0.2 0.1 -0.2
H 0.1 0.1 -0.1
H 0.0 0.0 0.0
C 0.0 -0.2 0.1
H 0.0 0.1 0.0
C -0.2 0.0 0.9
H 0.0 0.0 0.0
C 0.4 -0.1 -0.2
O -0.1 -0.2 0.2
C 0.0 0.3 0.3
H 0.0 0.0 0.0
H 0.0 -0.1 -0.1
H 0.0 -0.1 0.1
O -0.1 0.0 0.0
H -0.1 -0.1 -0.1
H 0.1 -0.1 -0.1
O 0.1 0.0 0.0
C 0.1 0.3 0.2
H 0.0 0.0 0.1
O 0.1 0.0 0.0
C 0.3 0.0 0.0
C -0.3 0.3 -0.2
O -0.2 0.1 0.1
C 0.1 -0.2 -0.2
H 0.0 0.0 -0.1
H 0.0 0.0 0.0
H -0.1 0.2 0.1
C -0.5 -0.2 0.1
H -0.1 0.0 0.1
C 0.0 -0.1 0.1
O 0.2 0.1 0.0
H 0.0 0.0 0.0
C 0.0 0.5 -0.1
C -0.1 0.3 0.2
H 0.2 -0.1 -0.1
O 0.1 -0.1 0.0
H -0.5 0.2 0.1
H -0.2 0.1 0.1
H 0.0 0.1 -0.1
O 0.5 -0.2 -0.1
H 0.0 0.0 0.0
C -0.2 0.0 0.4
O -0.1 0.1 0.3
H 0.0 0.0 0.0
O 0.0 -0.1 -0.3
C -0.4 0.0 -0.2
H 0.0 0.0 0.0
C 0.0 -0.1 -0.2
C -0.1 0.0 0.1
H -0.1 0.0 0.0
H 0.0 0.0 0.1
H 0.0 0.0 0.1
C 0.3 -0.2 -0.2
C 0.1 -0.1 -0.2
C 0.2 -0.3 0.4
H 0.0 0.0 0.0
H 0.0 0.0 0.0
H 0.1 0.0 -0.1